Density functional theory data (ωB97M-V with the def2-TZVPD basis set) for 3 unconnected molecules or ions with the total composition C19H30ClFN4O7P.

Last column: natural (NBO) charge in e.
Geometry (Å):
C 2.01917 -4.45413 2.15739  -0.61
C 0.82908 -3.65428 1.62778  -0.45
C 1.24511 -2.79448 0.43423  0.38
F 0.42823 -2.92085 -0.64963  -0.31
N 1.42359 -1.36735 0.74807  -0.21
N 2.70588 -0.86524 0.75301  -0.33
C 2.63516 0.43004 1.06406  0.05
P 4.09474 1.53968 1.13768  2.36
O 4.45682 1.93886 -0.21075  -1.02
O 3.63751 2.71301 2.08209  -0.95
O 5.19851 0.66625 1.87555  -0.96
N 1.38644 0.80216 1.27646  -0.46
C 0.62892 -0.29774 1.06163  0.58
N -0.70001 -0.28190 1.13768  -0.40
Cl -1.39988 1.23091 1.51983  0.23
C -1.61466 -1.35848 0.88665  0.13
C -2.04331 -2.17078 1.92622  -0.23
C -2.93696 -3.18819 1.65047  -0.19
C -3.39916 -3.38727 0.35812  -0.15
C -2.99101 -2.54377 -0.66497  -0.17
C -2.10055 -1.52093 -0.39917  -0.19
H 2.82491 -3.77617 2.44932  0.19
H 1.73851 -5.06251 3.01251  0.24
H 2.41469 -5.10923 1.37876  0.22
H 0.50847 -2.97825 2.42269  0.21
H -0.02752 -4.27114 1.36720  0.26
H 2.24205 -3.11764 0.11515  0.18
H 3.51898 -1.41268 0.51170  0.46
H 3.20506 2.44617 2.90531  0.52
H 4.88716 0.18580 2.65475  0.51
H -1.68435 -2.00729 2.93504  0.22
H -3.26526 -3.83236 2.45470  0.23
H -4.08960 -4.18838 0.13287  0.23
H -3.34816 -2.67098 -1.67768  0.23
H -1.78112 -0.84909 -1.18611  0.23
O -5.04315 -0.65874 0.63647  -0.60
C -5.53990 0.27100 1.21716  0.81
O -6.53924 0.02948 2.07772  -0.50
C -7.08046 1.03094 2.95214  -0.07
C -8.16702 1.84498 2.28425  -0.64
C -5.10832 1.69195 0.94388  -0.74
H -6.28410 1.65789 3.35496  0.17
H -7.49229 0.46732 3.78682  0.20
H -7.78300 2.41411 1.43747  0.21
H -8.60222 2.54560 2.99641  0.23
H -8.95392 1.18859 1.91451  0.23
H -5.68391 2.08708 0.10795  0.25
H -4.05857 1.66841 0.66613  0.23
H -5.21537 2.35863 1.79608  0.22
O 5.26344 4.36663 -6.97595  -0.56
C 5.30404 3.60578 -6.05291  0.79
O 4.13784 3.12295 -5.56518  -0.51
C 4.07449 2.07220 -4.60000  -0.07
C 4.18057 2.57963 -3.17651  -0.64
C 6.60224 3.23379 -5.37349  -0.74
H 4.82054 1.30535 -4.81632  0.17
H 3.09830 1.61591 -4.76303  0.19
H 5.14649 3.04654 -2.98710  0.21
H 4.05522 1.76369 -2.47184  0.22
H 3.40921 3.32763 -2.99104  0.22
H 6.81462 3.97536 -4.60410  0.24
H 7.39090 3.27120 -6.11968  0.25
H 6.60610 2.24438 -4.92345  0.21

Values from the calculation:
- Lowest unoccupied orbital energy: -3.583 eV
- Relative energy (zero: lowest compared OMol25 entry of this formula, charge and spin): 0.0 kcal/mol
- Max |F|: 0.73 eV/Å
- Net charge: +1
- Frontier orbital gap: 7.81 eV